Entry from OMol25: C27H39MgN7O5 as an isolated structure (ωB97M-V/def2-TZVPD).

```
79
Properties=species:S:1:pos:R:3
Mg -0.738 0.361 2.243
C -0.129 0.203 0.288
O -1.194 0.971 0.388
O -0.390 -1.023 0.751
O 0.883 0.741 0.956
C 1.718 -5.056 -3.606
C 0.437 -4.273 -3.441
O -0.644 -4.705 -3.804
N 0.563 -3.079 -2.809
C -0.558 -2.259 -2.435
H 2.557 -4.603 -3.078
H 1.975 -5.056 -4.668
H 1.581 -6.081 -3.276
H 1.462 -2.837 -2.416
H -0.251 -1.224 -2.279
H -0.943 -2.582 -1.457
H -1.368 -2.315 -3.155
C -1.530 4.186 3.859
C -0.526 3.112 3.578
O -0.906 1.982 3.200
N 0.754 3.425 3.742
C 1.860 2.501 3.629
H -1.221 5.093 3.337
H -1.538 4.417 4.926
H -2.517 3.913 3.504
H 0.924 4.261 4.281
H 2.282 2.292 4.617
H 2.669 2.928 3.040
H 1.609 1.550 3.176
N -3.575 -0.414 -1.063
C -4.433 0.646 -1.176
C -5.611 0.185 -1.700
C -5.456 -1.209 -1.915
C -4.192 -1.546 -1.506
H -2.607 -0.375 -0.790
H -4.120 1.631 -0.881
H -6.483 0.795 -1.863
H -6.180 -1.884 -2.341
H -3.756 -2.531 -1.483
N 2.564 -1.726 -0.179
C 2.941 -1.103 -1.336
C 3.873 -1.888 -1.968
C 4.005 -3.074 -1.189
C 3.194 -2.942 -0.092
H 1.924 -1.363 0.508
H 2.542 -0.129 -1.569
H 4.385 -1.589 -2.867
H 4.679 -3.889 -1.394
H 3.083 -3.523 0.808
N -0.098 -3.839 1.050
C -0.487 -4.278 2.287
C -0.207 -5.616 2.375
C 0.341 -6.003 1.129
C 0.395 -4.885 0.339
H -0.134 -2.863 0.777
H -0.811 -3.547 3.012
H -0.431 -6.206 3.249
H 0.702 -6.978 0.849
H 0.750 -4.740 -0.668
N -2.675 3.431 0.618
C -1.731 4.408 0.482
C -2.371 5.622 0.480
C -3.764 5.366 0.634
C -3.912 4.004 0.719
H -2.519 2.437 0.535
H -0.677 4.182 0.451
H -1.936 6.579 0.243
H -4.570 6.079 0.668
H -4.817 3.433 0.850
N 2.744 2.612 -0.400
C 3.871 3.103 0.193
C 4.560 3.837 -0.731
C 3.807 3.797 -1.938
C 2.727 2.991 -1.713
H 2.066 1.993 0.026
H 4.151 2.794 1.187
H 5.481 4.377 -0.588
H 4.040 4.297 -2.864
H 1.906 2.699 -2.349
```

For the LUMO energy, the calculation gives -2.17 eV. The multiplicity is 1. As for the HOMO-LUMO gap: 5.8 eV. For the HOMO energy, the calculation gives -7.95 eV.

***

Entry from OMol25: C10H14BF5N6OPbTe as an isolated structure (ωB97M-V/def2-TZVPD).

```
39
Properties=species:S:1:pos:R:3
C 3.260 0.301 -0.214
N 1.975 0.369 -0.594
N 1.930 0.124 -1.952
C 3.197 -0.070 -2.404
C 4.079 0.031 -1.329
B 0.595 0.175 -2.805
N -0.465 -0.970 -2.528
N -1.184 -1.073 -1.355
C -2.024 -2.112 -1.485
C -1.879 -2.690 -2.763
C -0.888 -1.935 -3.387
Pb 0.000 0.000 0.000
N -0.096 1.525 -2.496
N -0.494 1.724 -1.216
C -1.064 2.938 -1.153
C -1.034 3.543 -2.428
C -0.408 2.608 -3.254
H -1.461 3.309 -0.208
H -0.164 2.632 -4.315
H -1.414 4.524 -2.708
H 0.909 0.104 -3.973
H -0.455 -2.008 -4.384
H 3.378 -0.258 -3.462
H -2.429 -3.534 -3.178
H 5.164 -0.066 -1.351
H -2.685 -2.381 -0.661
H 3.524 0.454 0.833
H -1.762 -0.680 1.772
C -1.973 -1.453 2.529
H -2.827 -2.066 2.199
H -1.086 -2.095 2.655
H -2.217 -0.970 3.489
F -0.018 -0.869 4.625
Te 0.826 0.452 3.364
F -0.966 1.300 3.037
F 2.613 -0.379 3.729
F 1.073 1.720 4.900
F 1.701 1.792 2.163
O 0.546 -0.850 1.798
```

For the LUMO energy (alpha / beta), the calculation gives -20.77 / -20.65 eV. The charge is +4. The multiplicity is 1. As for the HOMO-LUMO gap (alpha / beta): 3.3 / 3.5 eV. For the HOMO energy (alpha / beta), the calculation gives -24.10 / -24.13 eV.

***

Entry from OMol25: a 2-piece molecular cluster, C2HClO2S overall (ωB97M-V/def2-TZVPD).

```
7
Properties=species:S:1:pos:R:3
O 0.906 -2.173 0.274
C 0.973 -1.322 -0.515
C 0.759 -0.348 -1.356
Cl -0.638 -0.671 -2.210
H 1.489 0.387 -1.723
O -3.509 0.886 1.181
S -2.287 1.406 0.506
```

For the LUMO energy (alpha / beta), the calculation gives -1.52 / -1.52 eV. The multiplicity is 1. As for the HOMO-LUMO gap (alpha / beta): 7.7 / 7.6 eV. For the HOMO energy (alpha / beta), the calculation gives -9.20 / -9.11 eV. As for the structure (SMILES): O=C=CCl.O=S.

***

E_tot / hartree: -2011.85542 -1776.17321 -1085.54631
Energy above the lowest of the compared OMol25 structures with the same formula, charge and spin / kcal/mol: 0.00 55.43 57.76